Entry 1:
Computed, not measured: an isolated molecule of C4H4O in a non-equilibrium geometry, with ωB97M-V with the def2-TZVPD basis set.

```
9
Properties=species:S:1:pos:R:3:lowdin_charge:R:1
C 0.66019 -0.81646 0.19780 -0.039
C 1.66268 -0.06135 -0.30460 -0.071
C -0.10971 0.43064 0.09206 -0.264
C -1.85000 0.39561 -0.04367 0.163
O 0.90356 1.13393 -0.37643 -0.005
H 0.57156 -1.91758 0.58407 0.139
H 2.70023 0.08126 -0.57298 0.119
H -2.48902 1.24912 0.03542 0.002
H -2.04949 -0.49516 0.38833 -0.045
```

Results
HOMO (alpha / beta) = -0.3032 / -0.3261 hartree
HOMO-LUMO gap (alpha / beta) = 8.12 / 8.84 eV

***

Entry 2:
Computed, not measured: a cluster of 2 separate species, CH3BrN4 in total in a non-equilibrium geometry, with ωB97M-V with the def2-TZVPD basis set.

```
9
Properties=species:S:1:pos:R:3:lowdin_spin:R:1
C -0.04632 -1.86293 0.03242 0.073
N 0.29654 3.06789 0.94243 0.033
N 0.49446 2.27953 0.15959 0.004
N 0.48305 1.39141 -0.65664 0.041
N -0.55897 -0.73554 0.11345 0.824
Br -2.29186 -0.54886 0.77664 0.963
H 0.95657 -1.95210 -0.26809 0.027
H -0.44326 -2.85282 0.24511 0.036
H 1.10979 1.21341 -1.34491 -0.001
```

Results
HOMO (alpha / beta) = -0.2060 / -0.3571 hartree
HOMO-LUMO gap (alpha / beta) = 6.35 / 7.12 eV
2S+1 = 3

***

Entry 3:
Computed, not measured: a structure of composition C18H24BN9O2V in a non-equilibrium geometry, with ωB97M-V with the def2-TZVPD basis set.

```
55
Properties=species:S:1:pos:R:3:lowdin_spin:R:1
V 8.38454 9.13727 8.46020 1.882
C 6.71883 10.41369 5.29388 0.002
C 7.74496 11.19481 6.04109 0.008
C 8.20869 12.46260 5.73966 0.003
C 9.05536 12.81537 6.72701 0.010
N 9.16762 11.79918 7.57434 0.000
N 8.37425 10.78705 7.15240 -0.007
B 9.76834 11.76819 9.03482 0.001
N 8.59719 11.55616 10.02993 0.004
C 7.96289 12.39188 10.90160 0.017
C 6.78709 11.75346 11.31787 0.003
C 6.84971 10.47494 10.78436 0.012
C 6.03313 9.27264 11.06223 0.001
N 7.90896 10.35419 9.98318 -0.003
N 10.70972 10.43001 9.03971 0.005
C 12.00264 10.50811 9.18844 0.010
C 12.54276 9.20802 9.18620 0.005
C 11.41717 8.38268 9.02435 0.009
C 11.40741 6.83570 8.87476 0.001
N 10.30047 9.11837 8.94530 0.001
N 10.55779 12.97721 9.37001 0.000
C 11.39869 13.71332 8.59098 0.000
C 12.22433 14.40554 9.41495 0.000
C 11.95124 13.89467 10.73205 0.000
C 12.73841 14.48070 11.90587 0.000
N 10.97071 13.04771 10.70749 0.000
H 5.91468 11.13389 5.02147 0.000
H 6.21280 9.59326 5.84663 0.000
H 7.18862 10.00090 4.37098 0.001
H 7.96623 13.09026 4.91864 0.000
H 9.56201 13.76622 6.78640 0.001
H 8.34576 13.36504 11.13190 0.001
H 6.12426 12.04648 12.06168 0.000
H 5.87162 8.60228 10.19573 0.001
H 5.07553 9.57964 11.51158 0.000
H 6.57987 8.60380 11.79928 0.001
H 12.49357 11.42027 9.28345 0.001
H 13.57540 8.96011 9.39577 0.000
H 10.55065 6.60129 8.20394 0.001
H 11.17995 6.42738 9.87389 0.000
H 12.30624 6.34329 8.54894 0.000
H 11.37626 13.64327 7.50552 0.000
H 12.96259 15.14438 9.13525 0.000
H 13.43349 15.14434 11.41906 0.000
H 13.20034 13.70865 12.50833 0.000
H 11.98270 15.03338 12.46110 0.000
N 8.54131 7.92802 6.67786 0.009
C 7.73041 6.67988 6.84726 0.003
C 6.73183 6.82242 7.97856 0.005
O 5.81325 6.12285 8.15579 -0.001
O 7.22315 7.75286 8.83537 0.009
H 8.21484 8.46369 5.89306 0.002
H 9.52029 7.62553 6.39471 0.004
H 8.36803 5.84941 7.12039 0.000
H 7.18348 6.39236 5.94418 0.000
```

Results
HOMO (alpha / beta) = -0.4399 / -0.4402 hartree
charge = +1
HOMO-LUMO gap (alpha / beta) = 8.31 / 9.04 eV
2S+1 = 3

***

Entry 4:
Computed, not measured: an isolated molecule of C5H8N2O2 in a non-equilibrium geometry, with ωB97M-V with the def2-TZVPD basis set.

```
17
Properties=species:S:1:pos:R:3:lowdin_charge:R:1
C -0.02509 -0.71511 -1.54001 -0.049
C 0.26273 0.57224 -0.85399 -0.289
C -0.72975 1.10533 0.17448 -0.137
C -1.13649 0.08493 1.24893 -0.185
C -2.03374 -0.94838 0.81456 -0.242
N -2.88420 -1.73588 0.57065 0.148
N 1.64531 0.47201 -0.18710 -0.355
O 2.43992 1.39669 -0.25193 0.083
O 1.85554 -0.61533 0.34528 0.059
H -1.09250 -0.80068 -1.88468 0.114
H 0.72943 -0.78817 -2.32551 0.096
H 0.09331 -1.56163 -0.88373 0.075
H 0.43665 1.38952 -1.54942 0.144
H -1.59829 1.47774 -0.35321 0.124
H -0.21781 1.94456 0.76557 0.150
H -1.81395 0.62913 1.92979 0.132
H -0.25428 -0.28828 1.80577 0.132
```

Results
HOMO = -0.4188 hartree
HOMO-LUMO gap = 11.44 eV
SMILES = C[C@@H](CCC#N)[N+](=O)[O-]

***

Entry 5:
Computed, not measured: a structure of composition C51H51F6LiN2O3PSiTe in a non-equilibrium geometry, with ωB97M-V with the def2-TZVPD basis set.

```
117
Properties=species:S:1:pos:R:3:lowdin_charge:R:1
Li 0.72275 0.26553 -1.53036 0.510
C -0.09574 2.32809 -6.02372 -0.073
O 0.34937 3.10127 -4.94005 -0.088
C 1.51480 2.73582 -4.33008 -0.211
C 2.40846 1.83302 -4.88486 -0.033
C 3.62110 1.55285 -4.27221 -0.096
C 3.95637 2.17897 -3.08789 -0.119
C 3.06728 3.06399 -2.50998 -0.036
C 1.83722 3.36357 -3.10329 -0.191
N 1.05630 4.33971 -2.51843 0.064
C -0.29539 4.54900 -2.61650 -0.067
C -1.26632 3.57514 -2.85927 -0.186
C -2.54113 3.93452 -3.35325 -0.061
C -3.49258 2.99064 -3.65751 -0.136
C -3.21403 1.63873 -3.48093 -0.113
C -2.00576 1.25432 -2.92209 -0.068
C -1.03379 2.18760 -2.54978 -0.431
O -0.01038 1.83196 -1.81128 -0.369
H -1.10313 2.67981 -6.23913 0.094
H -0.12693 1.26600 -5.77010 0.097
H 0.53585 2.47573 -6.90830 0.090
H 2.17160 1.34087 -5.81425 0.106
H 4.29018 0.83944 -4.72647 0.100
H 4.90466 1.98433 -2.60766 0.099
H 3.32154 3.54230 -1.57377 0.112
H 1.55207 4.91180 -1.84537 0.139
H -0.59085 5.58719 -2.50787 0.109
H -2.74717 4.98414 -3.52532 0.101
H -4.46016 3.30278 -4.02960 0.086
H -3.94669 0.88970 -3.75460 0.093
H -1.77741 0.20418 -2.79891 0.088
F 0.33420 -1.47150 -1.74507 -0.271
P 0.93439 -1.80039 -3.27867 0.183
F -0.57134 -2.00702 -3.79706 -0.133
F 1.51837 -2.02701 -4.75416 -0.131
F 0.81765 -0.19724 -3.55867 -0.169
F 1.05287 -3.34687 -2.90504 -0.119
F 2.41442 -1.54386 -2.67398 -0.147
C -4.70705 5.49472 3.61456 -0.054
C -3.76621 4.53301 2.95582 -0.273
C -2.39600 4.64357 3.09899 -0.017
C -1.51492 3.78225 2.44904 -0.287
C -0.05600 4.06626 2.57586 -0.048
C -2.02232 2.72525 1.69090 -0.248
Te -1.02143 1.22482 0.42699 1.977
N 0.82091 0.64608 0.54711 -0.256
C 1.82854 1.03831 1.30040 -0.613
O 1.80942 1.88317 2.20054 -0.038
C 3.08684 0.29387 1.01402 -0.150
C 3.85085 -0.17809 2.07211 -0.033
C 4.97196 -0.94417 1.81586 -0.089
C 5.33634 -1.21803 0.50885 -0.089
C 4.61272 -0.68639 -0.54604 -0.074
C 3.48350 0.06960 -0.29413 -0.041
C -1.66690 -0.34314 1.78876 -0.285
C -2.35045 -1.41834 1.21493 -0.351
C -2.60542 -1.52307 -0.26098 -0.068
C -2.80417 -2.45760 2.02017 -0.032
C -2.54848 -2.48223 3.37868 -0.271
C -3.02245 -3.60918 4.24317 -0.049
C -1.82751 -1.43390 3.92417 -0.020
C -1.38536 -0.36545 3.15574 -0.278
C -0.61454 0.71996 3.83402 -0.041
C -3.40951 2.62348 1.51181 -0.296
C -4.03165 1.56016 0.65736 -0.083
C -4.25518 3.52180 2.14342 -0.019
H -4.17050 6.18529 4.25905 0.070
H -5.44504 4.95832 4.20722 0.077
H -5.24285 6.07193 2.86208 0.081
H -1.98500 5.43072 3.71922 0.111
H 0.13108 4.80829 3.35020 0.078
H 0.34568 4.44184 1.63344 0.093
H 0.51385 3.17306 2.80762 0.034
H 3.54899 0.05686 3.08255 0.113
H 5.55230 -1.34423 2.63419 0.097
H 6.19997 -1.83887 0.31290 0.097
H 4.90716 -0.87509 -1.56666 0.103
H 2.90967 0.50495 -1.10129 0.085
H -1.89818 -0.92245 -0.82740 0.010
H -3.61695 -1.20101 -0.51235 0.091
H -2.49908 -2.55498 -0.58790 0.075
H -3.35027 -3.27323 1.56876 0.117
H -3.35820 -4.44981 3.64194 0.073
H -3.84906 -3.27638 4.87092 0.080
H -2.21552 -3.94198 4.89160 0.078
H -1.60292 -1.44954 4.98153 0.118
H -0.11971 0.33315 4.72292 0.084
H -1.28177 1.52435 4.14499 0.090
H 0.14687 1.13635 3.18146 0.033
H -3.61039 1.55789 -0.35370 0.055
H -5.10840 1.71547 0.57568 0.086
H -3.86442 0.58316 1.11121 0.062
H -5.32266 3.43528 1.98861 0.116
C 3.92307 -3.41485 4.26563 -0.108
C 2.81284 -2.58127 4.22268 -0.107
C 1.96872 -2.60435 3.13581 -0.127
C 2.17523 -3.48846 2.06372 -0.330
C 3.29676 -4.32765 2.13439 -0.109
C 4.15791 -4.28478 3.21015 -0.107
Si 0.95526 -3.46269 0.67349 0.938
C 0.56221 -4.92612 -0.40034 -0.337
C -0.78248 -5.21890 -0.66906 -0.120
C -1.14535 -6.22011 -1.54491 -0.094
C -0.17209 -6.96047 -2.19942 -0.095
C 1.16465 -6.70130 -1.93262 -0.097
C 1.52489 -5.70460 -1.05088 -0.121
H 4.60063 -3.38259 5.10715 0.094
H 2.61389 -1.91204 5.05086 0.103
H 1.11109 -1.94753 3.10292 0.085
H 3.48052 -5.02101 1.32658 0.087
H 5.01833 -4.94062 3.23727 0.097
H -0.18003 -2.62282 1.02097 -0.017
H -1.54974 -4.64151 -0.17146 0.076
H -2.19357 -6.43037 -1.72564 0.099
H -0.45239 -7.72404 -2.91286 0.095
H 1.92676 -7.28085 -2.43234 0.098
H 2.57012 -5.49627 -0.88753 0.094
```

Results
HOMO (alpha / beta) = -0.1104 / -0.1404 hartree
charge = -1
HOMO-LUMO gap (alpha / beta) = 5.00 / 5.94 eV

***

Entry 6:
Computed, not measured: an isolated molecule of C4H4F2, with ωB97M-V with the def2-TZVPD basis set.

```
10
Properties=species:S:1:pos:R:3:lowdin_charge:R:1
F -2.16844 -1.21804 0.00213 0.019
C -1.84796 0.07946 0.00102 -0.157
C -0.57840 0.48436 -0.00935 -0.102
C 0.56664 -0.41909 -0.00306 -0.080
C 1.81774 0.02093 -0.00268 -0.159
F 2.86535 -0.80948 0.00052 0.021
H -2.70868 0.73464 -0.00615 0.111
H -0.41020 1.54014 0.01585 0.102
H 0.37958 -1.49544 -0.01596 0.123
H 2.08437 1.08252 0.01769 0.124
```

Results
HOMO = -0.3258 hartree
HOMO-LUMO gap = 9.94 eV
SMILES = F/C=C\C=C\F